[1]
The following is a quantum chemistry calculation of C3H4AgO4 as an isolated structure at a distorted geometry, from the OMol25 dataset.

Properties
* max |F|: 3.08 eV/Å
* lowest unoccupied orbital energy (spin up / spin down): -1.08 / -2.41 eV
* ΔE to the lowest compared entry with this formula, charge and spin: 30.8 kcal/mol
* frontier orbital gap (spin up / spin down): 8.43 / 7.77 eV
* spin multiplicity: 2
* E: -15360.8872 eV
* HOMO (spin up / spin down): -0.3494 / -0.3743 Eh

Last column: Löwdin charge in e.
CARTESIAN COORDINATES (ANGSTROEM)
1 Ag 1.018 1.663 -1.463  0.917
2 O 2.781 1.250 -0.919  -0.440
3 O -1.329 -0.943 1.074  0.041
4 O -3.206 -1.169 -0.121  0.127
5 O -1.329 -0.345 -1.044  0.001
6 C 0.140 -0.061 -0.514  -0.151
7 C -2.028 -0.888 -0.070  -0.639
8 C -0.158 -0.099 0.970  -0.171
9 H 3.224 1.252 -0.070  -0.039
10 H 0.668 -0.987 -0.799  0.100
11 H -0.431 0.876 1.397  0.124
12 H 0.649 -0.549 1.559  0.131


[2]
The following is a quantum chemistry calculation of an isolated ion of composition C4H9N2 and charge +1 at a distorted geometry, from the OMol25 dataset.

Properties
* max |F|: 5.89 eV/Å
* lowest unoccupied orbital energy (spin up / spin down): -3.94 / -6.44 eV
* ΔE to the lowest compared entry with this formula, charge and spin: 81.3 kcal/mol
* frontier orbital gap (spin up / spin down): 5.72 / 7.53 eV
* spin multiplicity: 3
* E: -7259.9361 eV
* HOMO (spin up / spin down): -0.3551 / -0.5134 Eh
* charge: +1

Last column: Löwdin charge in e.
CARTESIAN COORDINATES (ANGSTROEM)
1 N -3.101 0.058 -0.203  0.253
2 N 0.816 -0.707 0.005  0.107
3 C 3.078 0.220 0.334  -0.067
4 C -0.496 -0.389 -0.051  -0.081
5 C -1.845 -0.377 0.533  0.010
6 C 2.133 -0.693 -0.317  -0.159
7 H 2.413 -1.422 -0.918  0.062
8 H -0.730 0.323 -1.016  0.131
9 H 3.832 0.780 -0.392  0.144
10 H -1.981 -1.028 1.293  0.075
11 H -2.865 0.017 -1.143  0.129
12 H 3.575 -0.279 1.029  0.028
13 H -3.819 -0.621 -0.084  0.166
14 H 2.586 0.985 0.774  0.035
15 H -3.327 0.890 0.283  0.165


[3]
The following is a quantum chemistry calculation of an isolated molecule of C2H4N4, from the OMol25 dataset.

Properties
* max |F|: 0.50 eV/Å
* lowest unoccupied orbital energy: -0.06 eV
* ΔE to the lowest compared entry with this formula, charge and spin: 83.9 kcal/mol
* frontier orbital gap: 8.94 eV
* spin multiplicity: 1
* SMILES string: [H]/N=N/C=N\N=C
* E: -8095.6776 eV
* HOMO: -0.3308 Eh

Last column: Löwdin charge in e.
CARTESIAN COORDINATES (ANGSTROEM)
1 N 0.598 0.864 -1.297  0.081
2 N -0.775 -0.912 0.264  0.023
3 N -0.002 -0.083 -1.837  -0.045
4 N 0.392 -0.481 0.810  -0.089
5 C 0.368 0.235 1.855  -0.049
6 C -0.949 -0.697 -0.986  -0.221
7 H 1.332 0.521 2.268  0.064
8 H -1.793 -1.166 -1.484  0.097
9 H 1.374 1.122 -1.923  0.065
10 H -0.546 0.595 2.330  0.073


[4]
The following is a quantum chemistry calculation of C58H47O10S4Ta as an isolated structure at a distorted geometry, from the OMol25 dataset.

Properties
* max |F|: 3.03 eV/Å
* lowest unoccupied orbital energy: 0.11 eV
* ΔE to the lowest compared entry with this formula, charge and spin: 65.2 kcal/mol
* frontier orbital gap: 8.42 eV
* spin multiplicity: 1
* E: -126279.6155 eV
* HOMO: -0.3053 Eh

Last column: Löwdin charge in e.
CARTESIAN COORDINATES (ANGSTROEM)
1 Ta -1.060 -0.406 0.592  1.818
2 S 3.643 -2.667 2.875  1.074
3 S 1.557 -4.775 0.748  1.011
4 S -2.840 -2.632 -0.855  1.175
5 S 3.858 -2.873 -0.597  1.003
6 O -5.053 -0.946 0.652  0.116
7 O 1.165 3.813 1.376  0.005
8 O -1.424 -2.232 -0.427  -0.576
9 O -0.399 0.313 -1.028  -0.269
10 O 2.342 2.602 -0.146  -0.001
11 O -1.991 -1.272 2.127  -0.156
12 O -3.883 -1.023 3.324  0.145
13 O -1.202 1.204 1.359  -0.229
14 O 0.647 -0.957 1.054  -0.261
15 O -3.009 -0.243 0.057  -0.250
16 C -1.242 3.062 4.165  -0.007
17 C 0.232 3.000 0.695  -0.136
18 C 1.878 0.448 -1.788  -0.093
19 C 1.493 -2.298 -1.572  -0.103
20 C -0.945 2.823 5.500  -0.068
21 C -0.063 -4.646 2.720  -0.158
22 C 1.188 -3.208 1.380  -0.506
23 C 2.243 0.344 -3.066  0.025
24 C -1.916 4.835 1.658  -0.038
25 C -3.271 2.995 0.928  0.002
26 C -3.966 -4.987 -0.048  -0.066
27 C 0.912 1.461 4.850  -0.057
28 C 2.474 5.022 -0.243  0.027
29 C -1.689 -1.823 -4.645  -0.056
30 C 4.608 -1.505 3.683  -0.392
31 C 0.315 -3.315 2.425  -0.135
32 C 1.123 1.913 0.067  -0.164
33 C 2.887 -0.286 -0.901  -0.123
34 C 0.605 1.691 3.521  -0.016
35 C 0.528 -5.542 1.890  -0.406
36 C 1.111 3.162 -2.845  -0.050
37 C -3.987 -6.359 0.151  -0.064
38 C 0.130 2.023 5.848  -0.082
39 C -1.609 3.596 -3.158  -0.067
40 C 0.664 1.207 -1.269  -0.321
41 C 2.141 -2.838 -2.585  -0.081
42 C -2.070 3.468 1.436  -0.157
43 C -3.909 -0.685 0.915  -0.571
44 C 4.142 -0.312 -1.801  -0.162
45 C 0.657 4.228 -3.608  -0.077
46 C -2.397 -2.751 -5.394  -0.071
47 C 3.542 3.712 1.628  0.030
48 C -4.314 3.872 0.661  -0.062
49 C 3.632 -2.774 -2.420  -0.441
50 C -1.750 -6.523 -0.731  -0.065
51 C -2.962 5.705 1.405  -0.071
52 C -0.888 2.538 1.684  -0.294
53 C -2.835 -4.405 -0.600  -0.364
54 C 3.267 -0.205 2.329  -0.134
55 C -3.445 -3.577 -3.396  -0.066
56 C -4.167 5.227 0.908  -0.088
57 C -1.160 2.526 -2.398  -0.016
58 C 4.258 -1.437 -2.784  -0.204
59 C 3.654 -0.104 -3.209  -0.132
60 C -0.702 4.451 -3.764  -0.087
61 C 2.377 3.789 0.649  -0.554
62 C -3.264 -1.003 2.298  -0.510
63 C -3.284 -3.619 -4.771  -0.066
64 C -1.719 -5.155 -0.932  -0.068
65 C 4.293 -0.239 3.307  -0.171
66 C -2.883 -7.124 -0.198  -0.064
67 C 0.204 2.303 -2.229  -0.143
68 C -0.467 2.502 3.159  -0.107
69 C -2.692 -2.680 -2.652  -0.321
70 C 1.751 -1.839 0.961  -0.452
71 C 2.394 -1.750 -0.484  -0.445
72 C -1.837 -1.777 -3.266  -0.053
73 C 2.809 -1.443 1.985  -0.441
74 H -4.140 -4.244 -2.903  0.115
75 H 1.377 4.892 -4.070  0.105
76 H -4.814 -4.368 0.218  0.121
77 H -1.049 5.296 -4.345  0.101
78 H -2.672 3.769 -3.265  0.105
79 H 5.344 -1.827 4.400  0.065
80 H 3.430 5.047 -0.765  0.096
81 H 4.241 0.434 -3.945  0.137
82 H -0.727 -4.906 3.531  0.108
83 H -1.577 3.248 6.269  0.104
84 H 2.170 3.006 -2.709  0.119
85 H 1.670 5.012 -0.976  0.075
86 H 5.260 -1.571 -3.177  0.137
87 H -2.100 3.670 3.914  0.113
88 H 1.685 0.719 -3.912  0.125
89 H -0.883 -7.115 -0.989  0.112
90 H 0.429 -2.185 -1.498  0.080
91 H -3.848 -4.337 -5.351  0.109
92 H 0.340 1.813 6.889  0.102
93 H -3.388 1.942 0.726  0.093
94 H 4.431 3.381 1.094  0.096
95 H 1.746 0.819 5.104  0.103
96 H -5.241 3.492 0.251  0.107
97 H 0.451 -6.616 1.900  0.065
98 H -1.866 1.864 -1.915  0.113
99 H -0.842 -4.666 -1.338  0.111
100 H 2.374 5.908 0.381  0.094
101 H 4.760 0.648 3.708  0.105
102 H -1.291 -1.053 -2.673  0.092
103 H -0.051 -2.457 2.970  0.115
104 H 5.038 0.139 -1.398  0.147
105 H -4.982 5.909 0.707  0.100
106 H 1.274 1.112 0.789  0.099
107 H 3.310 3.006 2.425  0.079
108 H 1.184 1.194 2.761  0.077
109 H 2.917 0.723 1.904  0.082
110 H -4.861 -6.827 0.584  0.109
111 H -2.903 -8.195 -0.050  0.108
112 H 4.158 -3.595 -2.904  0.109
113 H -1.019 -1.125 -5.130  0.110
114 H 3.731 4.689 2.067  0.091
115 H 3.121 0.266 0.004  0.111
116 H -2.260 -2.799 -6.466  0.106
117 H -0.966 5.210 2.020  0.127
118 H -2.841 6.764 1.589  0.103
119 H 1.689 -3.255 -3.476  0.117
120 H -0.242 3.570 -0.112  0.159


[5]
The following is a quantum chemistry calculation of C24H26Br2MnN3O3Si as an isolated structure, from the OMol25 dataset.

Properties
* max |F|: 0.51 eV/Å
* lowest unoccupied orbital energy (spin up / spin down): 0.00 / 0.00 eV
* ΔE to the lowest compared entry with this formula, charge and spin: 17.5 kcal/mol
* frontier orbital gap (spin up / spin down): 4.84 / 7.01 eV
* spin multiplicity: 5
* E: -215207.5605 eV
* HOMO (spin up / spin down): -0.1781 / -0.2579 Eh

Last column: Löwdin charge in e.
CARTESIAN COORDINATES (ANGSTROEM)
1 Br 0.261 -0.396 -2.353  0.976
2 Br 1.341 -2.041 1.013  0.836
3 Mn 0.169 0.419 -0.005  0.382
4 Si -4.214 -0.312 0.278  0.454
5 O -1.014 2.586 -0.189  0.060
6 O -3.227 -1.637 -0.023  -0.106
7 O -1.357 -0.618 0.734  -0.224
8 N 0.752 1.333 3.798  0.232
9 N -0.109 1.669 1.673  0.101
10 N -0.128 3.417 3.084  -0.082
11 C 4.066 -0.063 -3.978  -0.082
12 C 2.079 1.112 -0.382  -0.191
13 C 4.124 1.057 -1.830  -0.169
14 C 0.118 -3.227 0.128  -0.566
15 C -1.885 -1.680 0.215  -0.487
16 C -0.836 3.891 1.901  -0.008
17 C 4.196 2.174 0.297  -0.092
18 C 4.752 0.641 -3.031  -0.038
19 C -4.015 0.424 1.989  -0.151
20 C -0.306 4.050 4.374  -0.019
21 C 0.672 -4.424 -0.269  -0.170
22 C 2.708 -0.381 -3.775  -0.125
23 C 2.112 0.020 -2.621  -0.530
24 C 0.194 2.120 2.874  -0.397
25 C -1.254 -2.901 -0.091  -0.201
26 C -2.016 -3.945 -0.712  -0.032
27 C -3.917 0.968 -1.043  -0.142
28 C 2.759 0.739 -1.590  -0.226
29 C 4.830 1.792 -0.848  -0.052
30 C 2.840 1.830 0.515  -0.129
31 C -0.707 2.688 0.982  -0.450
32 C -0.099 -5.396 -0.894  -0.111
33 C -1.460 -5.137 -1.099  -0.104
34 C -5.930 -1.036 0.118  -0.157
35 H -0.372 4.773 1.461  0.143
36 H -2.959 0.560 2.222  0.008
37 H 1.723 -4.603 -0.082  0.088
38 H 4.555 -0.381 -4.890  0.103
39 H -4.464 -0.214 2.753  0.034
40 H 2.152 -0.932 -4.522  0.101
41 H -4.131 0.543 -2.026  0.037
42 H 5.796 0.892 -3.183  0.110
43 H -1.335 3.957 4.730  0.100
44 H 5.870 2.041 -1.022  0.107
45 H 0.350 -6.330 -1.203  0.091
46 H -6.656 -0.429 0.666  0.030
47 H 1.040 0.418 3.487  0.117
48 H 2.402 2.152 1.455  0.065
49 H 0.357 3.610 5.115  0.081
50 H 1.190 1.713 4.616  0.108
51 H 4.734 2.740 1.049  0.096
52 H -2.088 -5.884 -1.569  0.098
53 H -4.524 1.392 2.023  0.031
54 H -5.961 -2.046 0.531  0.033
55 H -4.572 1.834 -0.904  0.037
56 H -0.052 5.106 4.296  0.096
57 H -1.887 4.101 2.114  0.144
58 H -6.251 -1.089 -0.924  0.030
59 H -2.887 1.326 -1.037  0.005
60 H -3.066 -3.758 -0.880  0.106


[6]
The following is a quantum chemistry calculation of C41H40FeN5S4Se as an isolated structure at a distorted geometry, from the OMol25 dataset.

Properties
* max |F|: 1.94 eV/Å
* lowest unoccupied orbital energy (spin up / spin down): -1.31 / -1.18 eV
* ΔE to the lowest compared entry with this formula, charge and spin: 3.2 kcal/mol
* frontier orbital gap (spin up / spin down): 5.36 / 5.76 eV
* spin multiplicity: 2
* E: -193692.6336 eV
* HOMO (spin up / spin down): -0.2449 / -0.2548 Eh

Last column: Löwdin charge in e.
CARTESIAN COORDINATES (ANGSTROEM)
1 Se -0.375 -2.626 -1.167  0.807
2 Fe -0.477 0.229 -0.735  -0.250
3 S -0.424 -0.408 1.434  0.838
4 S -1.948 0.052 -4.899  1.017
5 S -1.023 2.386 -0.510  0.763
6 S 1.755 0.095 -0.784  0.859
7 N 0.906 2.672 1.314  0.050
8 N 3.495 -0.491 1.151  -0.097
9 N 1.592 -0.177 3.139  -0.085
10 N -2.466 -0.114 -0.950  -0.043
11 N -0.464 4.561 0.877  0.096
12 C 6.732 0.731 1.110  -0.048
13 C -1.822 -3.565 1.583  -0.092
14 C 0.211 5.262 1.770  -0.342
15 C 3.803 -0.911 2.511  -0.090
16 C 5.414 0.859 0.692  -0.214
17 C 1.233 -1.271 6.449  -0.051
18 C -4.258 -0.392 -2.506  -0.007
19 C 1.394 -2.391 7.256  -0.080
20 C 6.819 3.085 1.612  -0.086
21 C 1.739 -4.013 0.211  -0.295
22 C 1.951 -6.463 3.122  -0.047
23 C -4.680 -0.494 -0.156  -0.050
24 C 0.129 -4.940 2.276  -0.058
25 C 1.430 -5.412 2.173  -0.271
26 C -0.264 0.354 -5.003  -0.417
27 C -5.144 -0.557 -1.466  -0.053
28 C 1.578 3.395 2.208  -0.147
29 C 2.233 -4.903 1.160  -0.025
30 C 3.005 -0.057 3.454  -0.099
31 C 4.803 2.113 0.740  -0.036
32 C 1.143 -3.653 6.736  -0.078
33 C 4.602 -0.325 0.219  -0.119
34 C 0.332 0.423 -3.782  -0.201
35 C 0.671 -0.176 4.265  -0.121
36 C 2.658 -3.577 -0.906  -0.088
37 C 2.216 -0.244 0.812  -0.585
38 C 0.395 -3.599 0.288  -0.542
39 C 1.281 4.708 2.484  -0.029
40 C -3.340 -0.265 0.054  -0.142
41 C -0.222 6.684 1.982  -0.035
42 C 5.497 3.221 1.195  -0.072
43 C 1.210 -0.277 1.855  -0.575
44 C 0.820 -1.401 5.126  -0.211
45 C -1.843 0.020 -3.173  -0.533
46 C 7.435 1.842 1.569  -0.080
47 C -0.080 3.281 0.655  -0.742
48 C -0.576 0.233 -2.692  -0.353
49 C 0.574 -2.668 4.606  -0.008
50 C -2.912 -0.170 -2.222  -0.274
51 C 0.734 -3.784 5.414  -0.066
52 C -0.402 -4.029 1.363  -0.319
53 H 4.199 -0.154 -0.774  0.081
54 H 3.771 2.211 0.419  0.103
55 H 4.864 -0.755 2.687  0.131
56 H 3.574 -1.973 2.648  0.142
57 H -6.194 -0.727 -1.668  0.110
58 H -0.507 -5.302 3.081  0.122
59 H 2.279 -3.897 -1.878  0.070
60 H 0.201 0.460 -5.973  0.064
61 H 3.329 0.985 3.348  0.123
62 H 7.366 3.949 1.968  0.102
63 H 3.157 -0.367 4.487  0.133
64 H 0.258 -2.787 3.571  0.095
65 H -2.937 -0.180 1.054  0.072
66 H 1.715 -2.276 8.284  0.103
67 H 5.010 4.193 1.219  0.108
68 H 1.266 -4.532 7.357  0.104
69 H 7.213 -0.241 1.074  0.113
70 H 2.989 -6.713 2.902  0.074
71 H -4.585 -0.431 -3.537  0.109
72 H 0.392 7.187 2.729  0.070
73 H 1.424 -0.282 6.852  0.112
74 H 0.532 -4.762 4.998  0.077
75 H -1.264 6.706 2.302  0.083
76 H -2.131 -2.834 0.841  0.001
77 H 2.399 2.887 2.713  0.089
78 H 1.840 5.277 3.215  0.101
79 H -0.160 7.231 1.040  0.083
80 H 3.259 -5.249 1.075  0.109
81 H 1.394 0.610 -3.671  0.085
82 H 5.207 -1.233 0.165  0.135
83 H 1.358 -7.377 3.046  0.084
84 H 0.877 0.712 4.872  0.133
85 H 8.463 1.734 1.894  0.103
86 H -0.335 -0.071 3.872  0.084
87 H 2.732 -2.495 -0.957  0.022
88 H 3.656 -3.999 -0.762  0.074
89 H -2.514 -4.410 1.541  0.088
90 H -5.345 -0.610 0.688  0.106
91 H -1.913 -3.119 2.578  0.072
92 H 1.899 -6.139 4.163  0.056


Please write out number 2 again, unchanged.
The following is a quantum chemistry calculation of an isolated ion of composition C4H9N2 and charge +1 at a distorted geometry, from the OMol25 dataset.

Properties
* max |F|: 5.89 eV/Å
* lowest unoccupied orbital energy (spin up / spin down): -3.94 / -6.44 eV
* ΔE to the lowest compared entry with this formula, charge and spin: 81.3 kcal/mol
* frontier orbital gap (spin up / spin down): 5.72 / 7.53 eV
* spin multiplicity: 3
* E: -7259.9361 eV
* HOMO (spin up / spin down): -0.3551 / -0.5134 Eh
* charge: +1

Last column: Löwdin charge in e.
CARTESIAN COORDINATES (ANGSTROEM)
1 N -3.101 0.058 -0.203  0.253
2 N 0.816 -0.707 0.005  0.107
3 C 3.078 0.220 0.334  -0.067
4 C -0.496 -0.389 -0.051  -0.081
5 C -1.845 -0.377 0.533  0.010
6 C 2.133 -0.693 -0.317  -0.159
7 H 2.413 -1.422 -0.918  0.062
8 H -0.730 0.323 -1.016  0.131
9 H 3.832 0.780 -0.392  0.144
10 H -1.981 -1.028 1.293  0.075
11 H -2.865 0.017 -1.143  0.129
12 H 3.575 -0.279 1.029  0.028
13 H -3.819 -0.621 -0.084  0.166
14 H 2.586 0.985 0.774  0.035
15 H -3.327 0.890 0.283  0.165


> E of number 4 (C58H47O10S4Ta)?

-126279.6155 eV